{"formula": "C39H100N7O18SV", "method": "ωB97M-V/def2-TZVPD", "symbols": ["O", "H", "H", "H", "H", "H", "H", "H", "H", "C", "H", "C", "C", "H", "H", "H", "H", "H", "H", "H", "H", "H", "H", "O", "C", "C", "V", "H", "C", "H", "O", "H", "H", "H", "C", "H", "H", "H", "C", "H", "N", "H", "H", "C", "C", "H", "O", "H", "H", "C", "H", "O", "C", "H", "C", "H", "H", "O", "C", "O", "H", "C", "H", "H", "N", "H", "N", "H", "C", "C", "H", "O", "C", "H", "C", "C", "C", "C", "C", "H", "H", "H", "H", "O", "C", "C", "H", "C", "C", "H", "O", "H", "H", "H", "C", "C", "C", "H", "O", "C", "H", "H", "H", "H", "H", "C", "O", "H", "H", "H", "S", "H", "H", "H", "H", "H", "O", "H", "H", "H", "N", "N", "H", "N", "H", "H", "C", "H", "H", "O", "H", "H", "C", "H", "H", "C", "H", "H", "H", "O", "H", "H", "O", "H", "H", "H", "C", "C", "H", "H", "H", "H", "O", "H", "H", "N", "H", "C", "H", "C", "H", "H", "H", "O", "H", "H"], "xyz": [[3.12116, 6.18129, 0.07631], [0.50674, -3.00899, 4.51774], [-2.43835, -2.80789, 3.95880], [0.72584, 0.32799, -9.35971], [-2.35069, -3.57926, -0.92298], [-2.69446, 4.17688, 0.88446], [-0.81325, 0.05166, -12.59978], [0.79334, 0.01963, -2.89910], [5.00847, 6.54561, 0.87957], [-0.79842, -4.96317, -0.43721], [-2.17098, 2.73118, 1.65339], [-4.57233, 3.64968, 5.04021], [-1.90055, 2.78087, -0.48789], [-1.51828, 2.75096, -7.00787], [-2.84120, 2.31028, -0.79521], [-0.28319, -4.90994, -1.36220], [-1.45112, 4.82930, 2.92127], [0.65778, 4.97555, -0.61139], [-7.04012, -2.05049, -2.16875], [4.07430, 4.22107, -1.74788], [3.54561, -1.02672, 0.30829], [-4.81984, 1.21088, 4.67828], [0.05574, 2.26472, -0.53162], [-3.44914, 2.73422, 4.94623], [-0.60535, -1.97172, 3.13000], [2.46868, 3.93809, -0.27455], [-0.84354, -0.01719, 0.64399], [9.56539, -2.09097, -3.85113], [4.08396, 7.01819, 0.66238], [-0.88032, 2.82984, -9.18781], [-2.54653, -5.64489, -2.70665], [6.93358, -2.83190, 1.51448], [-0.56633, -0.09342, -7.04725], [-2.04583, -1.94788, -3.36937], [-0.30161, 0.80022, -9.47977], [2.29392, -4.61975, 4.10897], [2.44104, -1.44922, -1.53456], [-1.77545, -1.52853, 4.90983], [4.39957, -1.64114, 0.61709], [7.23959, -4.41247, 0.94354], [-1.26548, 1.82046, -7.50003], [3.78737, 7.46165, 1.66628], [-0.78775, -5.99791, 0.01249], [-4.79569, 3.92273, 8.74233], [9.38498, -1.08671, -3.47577], [-4.58797, -1.67423, -2.31157], [-0.51512, 1.12730, -10.86080], [-5.90900, -2.37254, -0.75389], [-2.82372, -5.83049, -4.66779], [-2.71004, 0.93695, 9.09892], [-4.07765, 4.58603, 4.85874], [-5.09893, -2.47116, -2.65784], [-2.30837, -4.58446, -0.58470], [-4.27766, -6.27762, -3.76014], [0.09180, -3.25098, 3.53166], [0.20482, 5.30407, 2.61089], [-3.84891, 1.50992, 3.26271], [-0.76207, 1.24689, 2.34703], [-3.49702, -5.53123, -3.83503], [8.97677, -1.19239, -2.16812], [0.55521, 2.46223, -8.33652], [2.76868, 5.03069, 0.75250], [-6.58011, -3.65745, -1.78100], [-4.92838, 2.14561, 10.16869], [-4.41399, 4.12776, 7.33970], [5.26328, -0.91220, 0.76765], [1.41346, 4.48035, -1.14629], [-1.09096, 0.12193, -9.18665], [9.80965, -1.99259, -1.38784], [-1.94209, -1.84235, 3.84949], [-2.57525, -1.06978, 3.43498], [-0.68707, 3.98118, 1.20619], [-3.86983, 1.52118, 4.36988], [1.45355, -2.49170, -0.36431], [-2.52434, -1.31126, -4.07763], [-0.74872, 5.09733, 2.09781], [1.35673, 1.83985, 3.47237], [-3.19037, -5.45254, -1.44726], [1.33244, -1.77273, -1.25441], [-2.77596, 0.31005, 10.00919], [3.63706, 4.68115, 1.32445], [0.98389, -5.51189, 3.37016], [0.00983, 1.06666, -5.88659], [4.78100, -2.63636, -0.41149], [0.54824, 1.15393, 2.33673], [-0.83828, 0.79077, -6.51842], [2.22174, -5.23483, 2.28224], [3.64814, 3.39905, -1.11302], [-6.22018, -2.65720, -1.75079], [-3.13926, -0.66872, -3.47336], [1.07451, -3.66064, 2.66129], [-0.33431, -4.19056, 0.24115], [4.87525, -4.13161, 0.91754], [1.68763, 2.81402, 3.04012], [-1.89363, 0.44497, -5.53932], [-5.24996, 3.57194, 6.39349], [5.49800, -3.71002, 0.11102], [8.96911, -1.78613, 0.62491], [0.42690, -0.65886, -0.99253], [1.72351, -4.80178, 3.16492], [-2.17699, 1.37153, -4.92596], [-3.78815, -4.00948, 0.63969], [4.25968, 7.88588, 0.01465], [-3.42794, 4.02977, 7.19120], [-0.95360, -0.87885, -11.09126], [-4.51912, 2.51768, 9.22860], [-4.11849, -0.11836, -1.17719], [-4.22917, 4.66788, 9.36359], [0.02772, -2.52862, 1.31812], [-2.82149, 0.07586, -6.05786], [-3.34547, -0.68205, -0.08771], [-0.48144, 2.03901, -2.67462], [8.54056, -0.63818, -3.95550], [0.68732, -0.35847, -11.83603], [2.35875, 1.33941, 3.65396], [1.97690, 3.07870, 0.27480], [1.08956, 0.45094, 1.37792], [-1.72395, 3.51893, -1.26018], [-1.20311, 5.98891, 1.50720], [1.05925, -2.25591, -2.16000], [7.77089, -2.88814, -0.53335], [-0.75364, -1.98154, 1.67642], [7.25104, -2.10375, -0.99929], [-0.81569, 1.76845, -0.62853], [4.34273, -2.14235, 1.60914], [10.79025, -1.61186, -1.15896], [9.10725, -2.54795, -0.16527], [-5.20962, 3.54607, 4.15174], [4.48625, 3.02276, -0.50531], [-2.01654, -1.11803, -0.52471], [1.41129, 1.10860, -1.67836], [1.85727, 5.17173, -1.78005], [-1.94214, 3.39332, 0.86795], [-5.78356, 4.36221, 8.97590], [-3.43055, -6.42819, -1.04330], [0.54902, 0.42841, -1.95056], [3.39361, 2.60379, -1.80683], [-6.25846, 4.03488, 6.26148], [10.25245, -0.43248, -3.59280], [-3.90177, -1.81106, 0.59569], [-1.61336, 0.60211, -2.15455], [-3.20352, 0.73455, 4.81155], [-2.86579, 0.36659, 0.92206], [-0.64366, -4.01759, 3.72041], [-3.34674, 0.49624, 8.36428], [1.88790, 5.18246, 1.36061], [-0.38925, -0.05361, -11.58284], [-0.74183, 1.23246, -1.98583], [5.54289, -4.42804, -0.70770], [-3.12856, -5.50116, 1.08531], [-1.69875, 0.96335, 8.77294], [0.76520, 1.86504, 4.41762], [-1.46216, -0.64406, -4.73536], [-1.49675, -2.68006, 1.46421], [-3.07851, -1.92933, -4.75253], [-2.90353, -4.54122, 0.76186], [-4.10853, -4.95411, -1.56548], [-0.41379, 2.03840, -8.60794], [-3.98581, -4.58752, -4.03555], [6.94138, -3.42378, 0.56141], [10.01046, -2.92389, -1.94249], [-4.93243, 1.85756, 8.43082], [-5.51397, 2.47108, 6.48230], [-3.11330, 2.32876, 9.32612], [0.07223, -1.21302, 3.38210], [9.68601, -3.39897, 0.25566]], "forces_ev_per_a": [[0.3, 1.3, -0.8], [0.3, -0.3, 0.2], [-0.2, 0.1, -0.6], [-1.2, 0.2, -0.2], [-0.1, 0.9, -0.6], [-0.3, 0.2, -0.2], [-0.1, 0.3, 0.6], [0.0, -0.5, -1.0], [1.0, -0.9, -0.2], [-1.6, -0.1, 1.4], [-0.5, -1.1, 0.7], [1.2, -0.1, -1.0], [0.3, -0.8, -0.9], [0.7, -2.2, -1.1], [0.0, -0.1, 0.6], [0.4, -0.3, -1.0], [0.2, 0.4, -0.4], [1.2, -0.8, -0.5], [0.1, 0.1, 0.7], [-0.4, -0.5, 0.6], [0.0, -0.7, 0.2], [-1.9, -0.1, 0.6], [0.4, 0.4, 0.5], [-1.2, 0.3, -0.1], [-0.5, -1.4, -0.6], [-1.5, -0.6, 0.2], [-0.6, -0.1, 0.2], [0.2, -0.1, -0.5], [-1.0, 1.5, 1.3], [-0.1, 0.0, -0.4], [-1.8, 0.8, -1.2], [0.1, 0.3, -0.7], [0.2, -0.7, -0.5], [0.4, -0.7, 0.6], [1.2, 0.4, -0.3], [0.0, 0.0, -1.0], [-2.2, 0.0, 1.0], [0.1, -0.1, -0.7], [2.5, -0.1, -0.2], [0.6, 0.1, -0.5], [-1.5, 0.9, 3.0], [-0.2, -0.5, -0.9], [0.5, 1.0, -0.4], [0.9, 2.0, 1.0], [0.1, 0.1, -0.4], [-1.1, -1.3, -0.5], [0.4, -0.1, 0.8], [-0.3, 0.1, 0.3], [-0.8, 0.4, 0.2], [-0.8, 1.4, 1.4], [0.0, 0.9, 0.4], [0.6, 0.6, 1.0], [0.8, -0.9, 1.5], [-0.2, -0.4, 0.2], [-0.6, 0.7, 2.0], [-0.2, -0.1, -0.8], [0.3, 0.1, 0.4], [3.2, -0.9, -0.2], [2.3, -1.4, 0.0], [-0.1, 0.5, 2.0], [0.5, -0.3, 0.1], [1.6, -1.5, -0.1], [0.1, -1.1, 0.0], [-0.6, 0.6, 0.2], [-0.3, 1.1, 2.7], [-0.9, -0.7, -0.4], [-0.4, 0.5, -0.9], [-0.1, -0.5, 0.2], [0.0, -2.2, -0.3], [0.6, 0.3, 1.5], [-0.2, -0.1, -0.4], [1.4, 0.5, -0.2], [2.3, -1.1, 0.0], [-0.6, 1.3, -1.3], [0.9, 0.0, 0.2], [-2.1, 0.1, -0.4], [0.9, -0.7, -1.0], [1.8, -0.3, -1.0], [2.6, 0.7, 0.9], [-0.1, 0.5, -0.1], [-0.2, 0.1, 0.6], [-1.3, -1.3, 0.7], [0.6, 0.3, -0.3], [-1.1, 2.3, 0.7], [-1.3, -0.6, -0.1], [0.3, 1.3, -0.3], [0.7, 0.3, 0.8], [0.6, 1.3, -0.1], [0.6, 1.5, -1.4], [-0.5, 0.7, -0.1], [0.6, 0.5, -0.4], [-0.4, -1.2, -0.5], [0.6, -0.2, 0.1], [-0.7, -0.3, 0.7], [-2.5, -0.3, 0.5], [-1.6, -1.8, -2.9], [0.2, -0.2, 0.0], [0.9, 0.0, 0.2], [1.1, -0.1, -0.3], [0.7, 0.3, -0.9], [0.3, -1.2, -0.5], [0.7, -0.5, 0.6], [-0.1, -0.4, -0.1], [0.2, -0.4, -0.2], [0.6, 0.3, -0.3], [-0.1, -1.1, -0.7], [0.0, 0.1, 0.2], [0.2, -0.8, -0.5], [0.5, 0.5, 0.0], [0.6, 0.7, 0.2], [-0.9, 0.4, 1.6], [-0.8, 0.0, -0.4], [-0.3, 0.2, -0.8], [-1.1, 0.3, 1.0], [-1.4, 0.1, -0.3], [0.7, 0.7, -0.3], [-1.1, 1.4, 1.8], [0.2, 0.6, -0.1], [1.0, -1.1, 1.2], [-0.9, -0.8, -0.5], [-2.4, -1.1, -0.1], [-0.7, -0.5, -0.6], [1.0, -1.0, 0.7], [-0.9, 0.2, 0.5], [-0.7, 0.2, -0.6], [0.4, 0.9, 0.2], [-0.5, 1.6, 0.9], [-0.3, -0.4, 0.4], [-0.4, 0.2, 0.1], [2.9, -0.6, -2.3], [-0.8, -0.7, 0.1], [-0.6, -0.5, 0.6], [0.0, 1.5, 0.3], [-0.2, -1.0, -0.6], [0.2, -0.4, 0.6], [0.5, -0.1, 0.6], [-0.5, -0.1, 0.1], [0.7, 0.2, 0.6], [0.2, -0.1, -0.1], [-1.6, -0.3, 0.4], [0.0, 0.3, -0.6], [-0.2, 0.5, -0.9], [-0.1, 0.2, -0.1], [-0.4, -0.7, -0.3], [-0.4, -0.3, -0.8], [-0.2, 0.0, 0.4], [0.5, -1.2, -1.8], [1.6, -0.5, 0.6], [0.0, -0.1, 0.0], [0.1, 0.8, -0.3], [0.8, 0.0, -0.3], [0.4, 0.4, -1.0], [0.4, 0.9, 0.0], [-0.3, 0.9, -0.1], [-0.7, -0.2, -0.5], [-0.8, 0.0, 0.2], [-1.3, 0.9, -0.3], [0.4, 0.8, -0.8], [0.3, 0.7, 0.5], [-0.6, 0.0, 0.5], [0.1, 0.1, -0.4], [0.3, 0.1, 0.4], [0.3, 0.7, 0.4], [0.5, -1.2, -0.6], [0.7, 1.5, 0.3], [-0.5, 0.4, -0.4]], "mulliken_charge": [-0.338, 0.479, 0.429, 0.282, -0.959, 0.677, 0.266, 1.015, 0.365, -0.959, 0.190, -1.165, -1.092, 0.260, 0.438, 0.366, 0.026, 0.093, 0.255, 0.328, -0.197, 0.574, -1.013, -0.222, 0.545, 2.214, 0.315, 0.376, -0.836, 0.448, -0.360, 0.306, 0.340, 0.418, -0.454, 0.257, 0.139, 0.512, -0.344, 0.360, -0.262, 0.281, 0.370, -1.129, -0.772, 0.219, -0.368, 0.237, 0.257, -0.681, 0.410, -0.503, 1.783, 0.349, -1.386, 0.295, 0.086, 0.191, -0.763, -0.257, 0.279, -0.650, 0.304, 0.461, -0.296, 0.305, -0.467, 0.410, -0.684, -1.670, 0.013, 0.125, -0.535, 0.003, -1.343, -0.808, -1.580, -0.837, -0.897, 0.291, 0.548, 0.457, 0.202, -0.400, 0.276, -0.704, 0.288, -1.716, -0.682, 0.544, -0.116, -0.018, 0.301, 0.222, -0.190, 0.058, -0.456, 0.383, 0.818, -1.054, 0.086, 0.163, 0.268, 0.268, 0.299, -0.143, -1.044, 0.374, -0.604, 0.340, 1.163, 0.583, 0.220, 0.246, 0.339, -1.067, -0.209, 0.523, 0.288, 0.446, -0.245, 0.923, 0.247, 1.737, 0.323, 0.438, -0.570, 0.458, 0.322, 0.103, -0.192, 0.368, -0.799, 0.395, 0.371, -0.637, 0.370, 0.294, 0.266, -0.791, -0.292, -0.001, -0.257, 0.521, 0.303, -0.098, -0.674, -0.471, 0.376, 0.315, 0.235, 0.291, -0.329, -0.328, 0.540, -0.486, 0.311, -0.580, 0.245, -0.621, 0.333, 0.180, 0.088, -0.348, 0.654, 0.294], "multiplicity": 3, "gap_ev": [8.86, 8.86], "lumo_energy_ha": [0.0107, 0.0107]}